(1)
Formula: C6H11N
Source: the OMol25 dataset
Level of theory: ωB97M-V with the def2-TZVPD basis set

```
18
Properties=species:S:1:pos:R:3:lowdin_charge:R:1
C -0.729 0.693 -0.630 -0.12
C -0.525 1.785 -1.621 -0.09
C 0.174 0.549 1.734 0.05
C 0.023 -0.515 -0.622 -0.47
C -0.179 -1.326 0.613 -0.24
C 0.698 -2.308 0.950 0.03
N 0.936 -0.905 -1.461 0.15
H -1.681 0.682 -0.112 0.11
H 1.028 -0.250 -2.238 0.04
H -1.184 -1.340 1.028 0.11
H 0.526 1.891 -1.904 0.07
H -0.876 2.743 -1.228 0.08
H -1.089 1.598 -2.545 0.09
H 1.153 0.912 1.444 0.04
H 0.243 -0.051 2.630 0.02
H -0.601 1.296 1.839 0.02
H 0.504 -2.980 1.778 0.06
H 1.579 -2.474 0.345 0.05
```

Properties
Charge: 0
HOMO (spin up / spin down), eV: -7.87 / -8.08
Orbital gap (spin up / spin down), eV: 7.6 / 7.8

(2)
Formula: C6H11N
Source: the OMol25 dataset
Level of theory: ωB97M-V with the def2-TZVPD basis set

```
18
Properties=species:S:1:pos:R:3:lowdin_charge:R:1
C -0.855 1.508 -0.984 -0.08
C -0.686 0.270 -0.091 -0.41
C -0.789 -0.992 -0.945 -0.08
C 0.616 0.263 0.761 -0.33
C 0.794 -0.987 1.651 -0.07
C 1.794 0.411 -0.111 -0.21
N 2.704 0.490 -0.822 0.16
H -0.825 2.452 -0.428 0.08
H -1.830 1.456 -1.485 0.08
H -0.091 1.553 -1.770 0.08
H -1.508 0.276 0.638 0.14
H -1.740 -1.013 -1.488 0.08
H -0.730 -1.898 -0.335 0.07
H 0.022 -1.021 -1.683 0.09
H 0.599 1.127 1.436 0.14
H 1.577 -0.815 2.397 0.08
H -0.135 -1.213 2.187 0.09
H 1.082 -1.868 1.071 0.08
```

Properties
Charge: 0
HOMO, eV: -11.33
SMILES string: CC(C)[C@@H](C)C#N
Orbital gap, eV: 12.2

In order of appearance, relative energy (zero: lowest compared OMol25 entry of this formula, charge and spin) = 117.3; 0.8 kcal per mole.
In order of appearance, strongest force on any atom = 1.3; 1.1 eV Å⁻¹.